1.
115
Properties=species:S:1:pos:R:3:forces:R:3:mulliken_charge:R:1 method="wB97M-V/def2-TZVPD" lumo_energy_ha=0.0014 molar_mass_g_mol=1039.68 homo_lumo_gap_ha=0.30434 multiplicity=1 charge=0
Y 4.5560 -10.6337 22.3722 -1.010 0.162 -0.465 0.258
I 2.1009 -11.3002 24.1825 0.217 -0.005 -0.037 -0.576
I 6.3766 -12.7504 20.9869 0.040 0.200 0.171 -0.609
N 6.5554 -9.9817 24.2200 -0.824 -0.949 -1.553 1.088
O 5.4364 -10.5814 24.4793 0.546 0.232 0.645 -0.485
O 6.7427 -9.8110 22.9692 -0.053 0.256 0.228 -0.290
O 7.3419 -9.6659 25.0429 0.357 0.354 0.853 -0.624
C 4.0092 -9.5420 27.4492 2.386 -0.788 -0.323 -0.835
C 3.7181 -8.4162 26.5733 -0.455 0.282 0.372 0.483
N 3.3859 -7.4791 25.9938 0.410 -0.264 0.098 -0.387
H 3.3730 -9.5694 28.2919 -0.840 0.434 0.935 0.399
H 5.0970 -9.4902 27.8528 -1.797 -0.139 -0.950 0.248
H 3.8219 -10.5007 26.9352 0.423 0.480 -0.109 0.100
C 0.5877 -7.8351 20.5603 0.073 1.125 0.789 -1.147
C 1.6052 -8.7145 21.0733 0.373 0.121 -0.801 0.225
N 2.4582 -9.4440 21.2719 0.512 -0.361 0.631 0.207
H 0.4763 -6.9564 21.2227 0.505 -0.123 -0.475 0.215
H -0.3335 -8.3422 20.7323 -0.972 -0.481 -0.685 0.317
H 0.8263 -7.5357 19.5235 -0.427 -0.281 0.565 0.330
C 10.4574 -13.5911 20.4216 -1.217 0.991 0.517 -0.890
C 10.3491 -13.7173 21.9682 -0.259 -0.541 -0.667 -0.514
C 10.1071 -12.3242 22.6657 -1.762 -1.803 -3.079 0.493
C 11.0626 -11.3241 22.3711 0.595 0.762 -0.686 0.215
N 11.8140 -10.4976 22.1208 0.417 0.363 -0.106 -0.561
H 10.5278 -14.5830 19.9327 0.329 0.669 0.260 0.340
H 11.3225 -12.9232 20.2851 -0.257 -0.422 -0.830 0.383
H 9.4870 -13.0879 20.0227 1.689 -0.701 0.606 0.056
H 11.2546 -14.2353 22.3722 -0.655 0.555 -0.226 0.343
H 9.4822 -14.3984 22.1225 0.460 0.666 0.567 0.208
H 10.1455 -12.4677 23.6668 -0.258 -0.485 3.312 0.398
H 9.0763 -11.9994 22.3688 0.824 -0.009 0.307 -0.447
C 6.5006 -17.2156 17.8607 1.377 0.202 -0.246 -1.211
C 6.6830 -15.6893 17.9529 -0.527 -0.147 -1.067 -0.107
C 5.4750 -14.8360 17.4438 0.533 -0.231 -0.713 -0.140
C 4.1478 -15.1702 17.9453 0.534 -0.391 0.193 0.235
N 3.1282 -15.4954 18.3559 -0.362 0.044 0.091 -0.466
H 5.5697 -17.5317 18.2933 -0.500 -0.119 0.165 0.348
H 7.3218 -17.7902 18.3701 -0.679 0.736 -0.380 0.333
H 6.5396 -17.5012 16.8049 -0.218 -0.165 0.124 0.306
H 7.5311 -15.3213 17.3411 -0.280 -0.434 0.348 0.267
H 6.8670 -15.3665 18.9489 0.192 0.131 0.987 0.070
H 5.4159 -14.8135 16.3343 0.068 -0.160 0.591 0.419
H 5.7065 -13.8344 17.7674 -0.116 0.590 0.057 -0.028
C 8.7852 -9.4740 19.2577 0.566 0.827 -0.119 -0.862
C 7.6754 -9.4413 18.2375 -0.480 1.205 -0.753 -0.552
C 6.4795 -8.4137 18.4615 1.281 -1.518 0.839 -0.661
C 5.8129 -8.7533 19.7385 1.707 1.692 -3.719 0.111
N 5.1356 -8.9987 20.5967 -1.426 -1.406 2.718 0.377
H 9.7768 -9.7746 18.8680 -0.707 -0.003 -0.148 0.355
H 8.5861 -10.0901 20.0951 -0.390 -0.697 0.908 0.118
H 8.9265 -8.4614 19.6319 0.139 0.161 0.184 0.322
H 7.2608 -10.3809 17.9801 -0.408 -1.195 0.186 0.275
H 8.1122 -9.1016 17.3217 0.278 0.305 -0.795 0.403
H 5.7270 -8.5034 17.6721 0.194 0.041 0.117 0.322
H 6.9295 -7.4248 18.4564 -0.357 0.208 0.314 0.320
C 1.6995 -11.1543 17.7832 2.072 -0.523 -0.279 -0.897
C 1.3415 -12.6285 17.8537 -2.349 0.614 1.686 -0.532
C 1.0981 -13.0258 19.3848 1.582 1.552 0.076 -0.365
C 2.2382 -12.5555 20.2488 0.339 0.012 -0.642 -0.217
N 3.1425 -12.1361 20.8277 -0.809 -0.144 -0.018 0.208
H 0.9417 -10.5253 18.2065 -0.418 0.495 -0.027 0.262
H 2.0237 -10.8645 16.7583 -0.659 0.016 0.601 0.392
H 2.6333 -11.0578 18.4004 -0.778 0.326 -0.432 0.078
H 2.0794 -13.1930 17.3701 1.133 -1.081 -0.217 0.215
H 0.3864 -12.8548 17.3365 0.444 0.182 0.273 0.327
H 1.0438 -14.0664 19.5967 -0.370 -0.963 -0.275 0.311
H 0.2395 -12.5179 19.8490 -0.017 -0.277 -0.614 0.367
C 7.2885 -5.9851 23.0059 0.276 -1.202 -0.109 -1.320
C 6.2927 -5.9033 24.1303 -0.434 -0.024 -1.285 -0.336
C 4.8512 -5.7326 23.5082 1.565 -1.862 -0.569 -0.705
C 4.3968 -7.1202 23.2464 -0.077 0.135 0.564 0.070
N 4.2418 -8.2479 23.0930 0.076 0.522 0.005 0.134
H 7.1553 -5.2292 22.2800 -0.349 1.164 -0.696 0.439
H 7.2357 -6.9172 22.4476 -0.013 -0.336 0.122 0.199
H 8.2855 -5.8699 23.3668 0.835 -0.138 0.314 0.404
H 6.5759 -5.0436 24.6841 -0.260 0.946 0.754 0.433
H 6.3826 -6.7617 24.7965 -0.331 -0.003 -0.074 0.212
H 4.8836 -5.2667 22.5145 0.127 0.239 0.405 0.441
H 4.2565 -5.1757 24.1667 -1.359 0.381 0.745 0.377
C 4.0275 -15.3380 25.8380 -1.116 -0.308 -0.934 -1.533
C 4.2801 -14.8412 24.4332 1.559 1.161 0.341 0.694
C 5.2676 -15.7681 23.6817 0.088 0.416 2.363 -0.044
C 6.5214 -15.8273 24.4669 0.564 -1.287 0.406 0.157
N 7.4456 -16.0987 25.1087 -0.693 0.665 -0.574 -0.542
H 3.2053 -14.8524 26.3353 -0.310 0.511 0.068 0.377
H 4.8825 -15.2593 26.4491 1.065 -0.101 0.716 0.478
H 3.7188 -16.3681 25.7185 0.084 -0.570 0.417 0.349
H 4.7226 -13.7936 24.4620 -0.563 -1.149 -0.164 -0.204
H 3.3805 -14.7976 23.8734 -0.912 0.193 -0.555 -0.199
H 5.5232 -15.3028 22.7830 0.145 0.301 -1.885 0.071
H 4.8803 -16.7926 23.6059 0.125 0.302 -0.285 0.363
C 0.6922 -16.1427 23.0563 -1.087 -0.228 -0.920 -0.850
C -0.0107 -14.9755 23.7495 0.136 0.581 1.271 0.143
C -1.4004 -14.5785 23.2145 -0.186 -1.379 -1.094 -0.392
C -1.3548 -14.4025 21.7299 -1.172 1.483 -0.505 0.294
N -1.5379 -14.0160 20.6491 0.523 -0.959 1.248 -0.552
H 0.0765 -17.0663 23.2103 0.928 0.465 0.198 0.345
H 1.7642 -16.2531 23.2922 -0.690 -0.114 0.226 0.129
H 0.6243 -16.0019 21.9567 0.255 0.096 0.439 0.194
H 0.5908 -14.0368 23.7833 -0.162 -0.672 -0.480 -0.263
H -0.1650 -15.1610 24.8264 0.162 -0.295 -0.288 0.333
H -1.6493 -13.6294 23.6556 -0.240 0.502 -0.032 0.305
H -2.2949 -15.2628 23.4029 1.467 0.492 0.007 0.310
C -1.7139 -7.6191 24.3122 1.033 0.315 -0.680 -1.124
C -0.9696 -6.7149 25.2602 0.423 0.072 2.418 -0.387
C 0.5745 -6.7148 25.0749 -0.689 -0.065 -1.233 -0.159
C 1.0520 -6.0234 23.8632 0.012 1.976 -0.967 0.381
N 1.3198 -5.3549 22.9431 -0.302 -1.518 1.504 -0.650
H -1.1808 -8.5536 24.2285 0.251 -0.489 0.101 0.302
H -1.6041 -7.1523 23.3541 -0.510 0.099 -0.992 0.250
H -2.7379 -7.8757 24.5178 -0.427 0.422 0.304 0.384
H -1.0375 -7.2051 26.2632 -0.228 0.691 -0.406 0.280
H -1.3497 -5.6709 25.3641 0.076 -0.853 -0.259 0.310
H 0.8372 -7.7269 24.8712 0.418 -1.144 0.185 -0.033
H 1.1430 -6.4309 25.9508 -0.039 0.381 -0.011 0.492


2.
16
Properties=species:S:1:pos:R:3:forces:R:3:nbo_charge:R:1 method="wB97M-V/def2-TZVPD" lumo_energy_ha=-0.1744 molar_mass_g_mol=104.20 e_above_lowest_ev=3.470 homo_lumo_gap_ha=0.34426 multiplicity=1 charge=+1
C -1.4226 0.3863 -0.7314 1.635 -1.092 -0.159 0.239
C 0.6683 -1.2185 1.1531 0.756 -2.383 -5.158 -0.330
C -2.4753 1.3328 -0.2247 -2.400 -2.243 -0.685 -0.693
C 2.8979 -0.2485 -0.5262 -1.621 -0.176 -3.009 -0.802
N -1.0028 -0.4939 0.1489 -0.745 0.967 -0.238 -0.605
S 1.9356 -0.1444 0.9660 0.290 0.758 1.319 0.517
H -0.8000 0.5913 -1.7353 -1.470 -0.674 2.395 0.231
H 0.4870 -2.2681 0.6370 0.840 2.423 1.143 0.290
H -3.1577 0.7733 0.4574 1.066 0.353 0.274 0.237
H -3.2722 1.8421 -0.7731 1.088 0.180 -1.019 0.271
H -1.7764 1.9417 0.2346 0.538 2.181 1.551 0.249
H 2.5580 -1.1396 -1.1074 0.060 0.755 0.219 0.256
H 3.9356 -0.4383 -0.3873 0.797 0.155 0.818 0.273
H 2.7706 0.7012 -1.2010 0.065 -1.730 1.538 0.271
H 0.2615 -1.0991 2.0848 -1.187 0.308 2.218 0.226
H -1.6077 -0.5182 1.0047 0.287 0.218 -1.207 0.369


3.
10
Properties=species:S:1:pos:R:3:forces:R:3:nbo_charge:R:1 method="wB97M-V/def2-TZVPD" lumo_energy_ha=-0.0106 molar_mass_g_mol=71.08 e_above_lowest_ev=4.271 smiles="C=C[N+](=C)[O-]" homo_lumo_gap_ha=0.31133 multiplicity=1 charge=0
C -1.4464 -0.5750 -0.1180 4.778 -1.111 -0.069 -0.386
C 0.7358 1.2506 0.1213 -0.833 1.650 0.552 -0.161
C -0.0818 -0.8943 0.2269 -4.525 -1.593 -1.148 -0.042
N 1.0174 0.0088 0.1392 -1.003 1.106 -1.287 0.072
O 2.1945 -0.3210 -0.1399 0.859 -2.127 0.373 -0.529
H -2.2017 -1.3377 -0.0696 0.126 -0.447 0.368 0.211
H -1.7483 0.2385 -0.7778 0.391 0.422 0.804 0.210
H 1.5386 1.8925 -0.0282 1.372 0.867 -0.336 0.199
H -0.2062 1.7156 0.2529 -0.919 -0.417 0.385 0.189
H 0.1981 -1.9780 0.3932 -0.245 1.650 0.357 0.237